Molecular formula: FHN2O3
Method: DFT, ωB97M-V/def2-TZVPD

Values from the calculation:
* multiplicity: 3
* expectation value of S²: 2.011
* relative energy (zero: lowest compared OMol25 entry of this formula, charge and spin): 0.0000 eV

Last column: Löwdin charge in e.
Element x y z (Å)
N1 -0.960 0.442 -0.433  0.033
N2 -1.387 -0.883 0.473  -0.369
O1 -1.693 -1.789 -0.195  0.159
O2 -1.088 -0.764 1.609  0.149
O3 -0.249 1.155 0.133  0.042
F1 2.961 0.600 -1.017  -0.103
H1 2.416 1.239 -0.571  0.088